Arrangement P

C6H12O3 | ωB97M-V with the def2-TZVPD basis set

Output
Kohn-Sham gap = 0.3818 Ha
HOMO energy = -9.66 eV
SMILES = C=CC(O)O.CC(C)=O

Structure (XYZ):
```
21
Properties=species:S:1:pos:R:3:nbo_charge:R:1
C -0.370 0.034 2.116 -0.381
C 0.426 0.713 1.297 -0.229
C 1.763 0.124 0.744 0.345
O 2.841 0.561 1.524 -0.710
O 1.781 -1.254 0.594 -0.712
H -0.434 -1.047 2.122 0.171
H -1.110 0.542 2.708 0.216
H 0.452 1.793 1.329 0.216
H 1.929 0.582 -0.239 0.141
H 2.980 -0.063 2.250 0.476
H 1.046 -1.646 1.049 0.472
C -0.615 0.940 -2.190 -0.725
C -1.381 0.326 -1.038 0.603
C -1.474 -1.182 -1.098 -0.730
O -2.136 0.988 -0.352 -0.544
H 0.461 0.836 -2.020 0.227
H -0.851 0.425 -3.134 0.230
H -0.849 1.995 -2.277 0.237
H -0.488 -1.599 -0.904 0.231
H -2.205 -1.564 -0.368 0.233
H -1.766 -1.505 -2.114 0.233
```

***

Arrangement Q

C6H12O3 | ωB97M-V with the def2-TZVPD basis set

Output
Kohn-Sham gap = 0.3132 Ha
HOMO energy = -8.00 eV

Structure (XYZ):
```
21
Properties=species:S:1:pos:R:3:nbo_charge:R:1
C -0.409 0.838 0.492 0.262
C 0.347 -0.859 -0.322 0.311
C -0.166 1.387 -0.744 0.072
C -1.602 1.047 -0.361 -0.454
C -0.343 -1.855 0.592 -0.671
C 1.838 -0.764 -0.088 -0.666
O -0.024 1.035 1.759 -0.667
O 0.124 -1.123 -1.675 -0.731
O -0.219 3.120 -0.303 -0.868
H -0.754 0.816 2.352 0.491
H -0.547 -1.796 -1.836 0.482
H 0.507 3.282 0.314 0.449
H 0.474 1.398 -1.606 0.241
H -2.104 0.184 -0.787 0.203
H -2.235 1.896 -0.137 0.249
H 0.007 -2.867 0.363 0.204
H 2.298 -0.081 -0.801 0.221
H 2.045 -0.418 0.923 0.225
H -0.121 -1.650 1.638 0.225
H -1.424 -1.844 0.439 0.208
H 2.306 -1.745 -0.211 0.214
```

***

Arrangement R

C6H12O3 | ωB97M-V with the def2-TZVPD basis set

Output
Kohn-Sham gap = 0.3975 Ha
HOMO energy = -10.06 eV
SMILES = CC(=O)O.OC1CCC1

Structure (XYZ):
```
21
Properties=species:S:1:pos:R:3:nbo_charge:R:1
C -0.718 1.518 -3.330 -0.726
C 0.231 1.707 -2.182 0.804
O 0.446 2.761 -1.631 -0.591
O 0.987 0.597 -1.947 -0.701
H -1.353 0.642 -3.139 0.239
H -1.337 2.413 -3.457 0.240
H -0.143 1.325 -4.247 0.241
H 1.628 0.808 -1.256 0.494
O -1.111 -0.352 -0.092 -0.711
C -0.539 -0.318 1.191 0.106
C -0.752 -1.508 2.144 -0.428
C 0.683 -1.270 2.666 -0.402
C 0.983 -0.483 1.370 -0.438
H -0.697 -1.071 -0.619 0.467
H -0.882 0.619 1.650 0.180
H -1.589 -1.452 2.853 0.210
H -0.819 -2.447 1.577 0.199
H 0.695 -0.618 3.549 0.205
H 1.297 -2.155 2.873 0.209
H 1.394 -1.141 0.590 0.195
H 1.596 0.426 1.437 0.208
```

***

How far above the most stable structure does each one sit? In kcal/mol: arrangement P 25.5; arrangement Q 103.1; arrangement R 0.0.

***

Arrangement P

C5H6O4 | ωB97M-V with the def2-TZVPD basis set

Output
Kohn-Sham gap (alpha / beta) = 0.2755 / 0.2756 Ha
HOMO energy (alpha / beta) = -8.67 / -8.67 eV

Structure (XYZ):
```
15
Properties=species:S:1:pos:R:3:nbo_charge:R:1
C -1.931 -0.770 -0.268 -0.729
C 0.205 1.170 0.357 0.631
C 1.623 -0.184 0.047 0.694
C -0.498 -0.919 -0.322 0.320
C 0.678 -1.388 -0.360 -0.335
O -0.430 1.153 1.547 -0.703
O 2.134 0.305 -1.139 -0.701
O 0.390 2.195 -0.258 -0.634
O 2.221 -0.282 1.112 -0.592
H -0.631 2.071 1.805 0.482
H 2.032 1.275 -1.117 0.511
H 1.112 -2.345 -0.611 0.260
H -2.263 -0.504 0.735 0.270
H -2.285 -0.031 -0.989 0.257
H -2.359 -1.745 -0.540 0.268
```

***

Arrangement Q

C5H6O4 | ωB97M-V with the def2-TZVPD basis set

Output
Kohn-Sham gap = 0.2968 Ha
HOMO energy = -7.45 eV
SMILES = COc1cc(O)oc1O

Structure (XYZ):
```
15
Properties=species:S:1:pos:R:3:nbo_charge:R:1
C 0.413 1.931 1.328 -0.256
O -0.657 1.481 0.491 -0.488
C -0.370 0.265 -0.002 0.121
C 0.867 -0.471 -0.306 -0.460
C 0.493 -1.616 -0.913 0.551
O 1.103 -2.723 -1.382 -0.643
O -0.824 -1.724 -0.979 -0.398
C -1.299 -0.561 -0.522 0.483
O -2.676 -0.576 -0.523 -0.670
H 0.054 2.854 1.874 0.198
H 0.769 1.229 2.015 0.185
H 1.213 2.308 0.590 0.177
H 1.901 -0.196 -0.092 0.227
H 2.003 -2.402 -1.544 0.485
H -2.989 0.202 -0.037 0.490
```

***

How far above the most stable structure does each one sit? In kcal/mol: arrangement P 55.5; arrangement Q 0.0.

***

Arrangement P

C2H9NO | ωB97M-V with the def2-TZVPD basis set

Output
Kohn-Sham gap = 0.3876 Ha
HOMO energy = -9.72 eV
SMILES = NCO.C

Structure (XYZ):
```
13
Properties=species:S:1:pos:R:3:nbo_charge:R:1
N -1.166 -0.288 1.858 -0.828
C -1.144 -1.275 0.760 0.078
O 0.184 -1.485 0.293 -0.752
H -0.566 -0.591 2.617 0.355
H -0.745 0.492 1.360 0.344
H -1.697 -2.201 0.876 0.180
H -1.686 -0.661 0.030 0.145
H 0.519 -0.832 -0.311 0.478
C 1.254 1.344 -1.472 -0.873
H 2.314 1.194 -1.313 0.223
H 0.752 0.611 -2.102 0.216
H 1.173 2.215 -2.109 0.226
H 0.808 1.477 -0.487 0.207
```

***

Arrangement Q

C2H9NO | ωB97M-V with the def2-TZVPD basis set

Output
Kohn-Sham gap = 0.3964 Ha
HOMO energy = -9.79 eV
SMILES = COC.N

Structure (XYZ):
```
13
Properties=species:S:1:pos:R:3:nbo_charge:R:1
C -0.195 -0.048 -1.827 -0.250
O -1.585 -0.113 -1.675 -0.544
C -2.062 -1.429 -1.852 -0.251
H 0.290 -0.847 -1.268 0.163
H 0.079 -0.054 -2.886 0.167
H 0.175 0.894 -1.411 0.190
H -1.412 -1.966 -2.547 0.169
H -1.969 -1.989 -0.903 0.160
H -3.129 -1.409 -2.058 0.196
N 3.380 1.515 4.752 -1.066
H 2.986 1.881 3.894 0.355
H 2.652 1.673 5.438 0.354
H 3.512 0.518 4.664 0.357
```

***

Arrangement R

C2H9NO | ωB97M-V with the def2-TZVPD basis set

Output
Kohn-Sham gap = 0.3901 Ha
HOMO energy = -9.60 eV

Structure (XYZ):
```
13
Properties=species:S:1:pos:R:3:nbo_charge:R:1
N 1.364 1.346 -1.821 -1.088
H 2.197 0.810 -1.592 0.348
H 2.366 0.004 7.039 0.000
H 1.467 1.435 -2.842 0.361
H 0.542 0.799 -1.511 0.371
C -2.038 -0.589 -1.345 -0.112
O -0.790 -0.724 -2.029 -0.483
C -0.785 -0.794 -0.566 -0.142
H -2.622 0.319 -1.333 0.195
H -2.548 -1.528 -1.238 0.177
H -0.131 -0.055 -0.048 0.187
H -0.823 -1.669 0.099 0.185
H 1.803 0.647 7.188 0.000
```

***

How far above the most stable structure does each one sit? In kcal/mol: arrangement P 0.0; arrangement Q 3.2; arrangement R 59.8.

***

Arrangement P

C2H9NO | ωB97M-V with the def2-TZVPD basis set

Output
Kohn-Sham gap = 0.3586 Ha
HOMO energy = -8.93 eV
SMILES = CN.CO

Structure (XYZ):
```
13
Properties=species:S:1:pos:R:3:nbo_charge:R:1
C 1.277 0.331 0.797 -0.436
N 0.056 -0.005 1.558 -0.784
H 1.066 0.610 -0.257 0.178
H 1.953 1.195 1.091 0.176
H 1.809 -0.616 0.625 0.200
H 0.430 0.079 2.594 0.331
H -0.632 0.780 1.576 0.329
C -0.875 -0.622 -1.548 -0.236
O -1.252 -0.236 -0.313 -0.694
H -0.796 -1.736 -1.718 0.183
H -1.735 -0.390 -2.253 0.142
H -0.019 -0.168 -1.945 0.154
H -1.282 0.778 -0.208 0.458
```

***

Arrangement Q

C2H9NO | ωB97M-V with the def2-TZVPD basis set

Output
Kohn-Sham gap = 0.3888 Ha
HOMO energy = -9.75 eV
SMILES = NCO.C

Structure (XYZ):
```
13
Properties=species:S:1:pos:R:3:nbo_charge:R:1
N 1.264 0.978 1.032 -0.849
C 0.879 -0.108 1.936 0.080
O 1.637 -1.371 1.877 -0.729
H 0.518 1.621 1.205 0.353
H 2.136 1.478 1.324 0.358
H 1.106 0.390 2.806 0.160
H -0.103 -0.447 1.723 0.163
H 1.631 -1.641 0.944 0.465
C -1.722 -0.109 -2.611 -0.838
H -2.796 -0.733 -2.300 0.187
H -0.971 -0.473 -1.892 0.216
H -2.013 0.867 -2.400 0.212
H -1.566 -0.452 -3.645 0.222
```

***

Arrangement R

C2H9NO | ωB97M-V with the def2-TZVPD basis set

Output
Kohn-Sham gap = 0.3632 Ha
HOMO energy = -9.13 eV
SMILES = CCN.O

Structure (XYZ):
```
13
Properties=species:S:1:pos:R:3:nbo_charge:R:1
C 0.896 -1.110 0.964 -0.621
C 1.367 -0.257 -0.244 -0.210
N 1.970 0.938 0.205 -0.831
H 0.926 -2.145 0.600 0.204
H 1.562 -0.929 1.812 0.218
H -0.129 -0.807 1.300 0.199
H 1.965 -0.943 -0.785 0.187
H 0.487 0.074 -0.889 0.147
H 2.341 1.290 -0.667 0.351
H 1.342 1.587 0.586 0.356
O -4.184 1.045 -0.669 -0.933
H -3.768 0.188 -0.756 0.466
H -4.775 1.070 -1.456 0.467
```

***

How far above the most stable structure does each one sit? In kcal/mol: arrangement P 37.3; arrangement Q 21.8; arrangement R 0.0.

***

Arrangement P

C2H9NO | ωB97M-V with the def2-TZVPD basis set

Output
Kohn-Sham gap = 0.3948 Ha
HOMO energy = -9.89 eV
SMILES = NCO.C

Structure (XYZ):
```
13
Properties=species:S:1:pos:R:3:nbo_charge:R:1
N -1.600 0.730 1.441 -0.848
C -1.525 -0.713 1.383 0.050
O -2.056 -1.470 2.491 -0.715
H -1.017 1.134 2.103 0.357
H -2.552 1.099 1.530 0.373
H -0.527 -1.159 1.258 0.160
H -1.964 -1.148 0.418 0.169
H -1.274 -1.274 3.067 0.454
C 2.512 0.556 -2.757 -0.844
H 2.052 1.336 -2.122 0.212
H 2.184 0.592 -3.784 0.212
H 3.551 0.694 -2.711 0.209
H 2.216 -0.377 -2.318 0.210
```

***

Arrangement Q

C2H9NO | ωB97M-V with the def2-TZVPD basis set

Output
Kohn-Sham gap = 0.3813 Ha
HOMO energy = -9.50 eV
SMILES = CCN.O

Structure (XYZ):
```
13
Properties=species:S:1:pos:R:3:nbo_charge:R:1
C 1.367 -0.162 0.789 -0.651
C 0.417 0.735 -0.064 -0.241
N 0.559 0.318 -1.538 -0.865
H 2.434 0.308 0.539 0.207
H 1.052 -0.413 1.852 0.233
H 1.525 -1.115 0.211 0.218
H -0.667 0.621 0.196 0.210
H 0.575 1.753 0.189 0.172
H -0.137 0.702 -2.089 0.349
H 1.408 0.598 -2.082 0.357
O -2.082 -0.802 0.883 -0.939
H -2.785 -0.526 0.212 0.472
H -1.369 -1.178 0.326 0.477
```

***

How far above the most stable structure does each one sit? In kcal/mol: arrangement P 0.0; arrangement Q 5.5.